# 1
{
  "formula": "C20H19N4ORe",
  "method": "the ωB97M-V functional and the def2-TZVPD basis",
  "symbols": ["Re", "O", "C", "N", "C", "C", "C", "C", "C", "C", "N", "C", "C", "C", "C", "C", "N", "H", "H", "H", "H", "H", "H", "H", "H", "H", "H", "C", "C", "C", "C", "C", "C", "C", "C", "N", "H", "H", "H", "H", "H", "H", "H", "H", "H"],
  "positions_angstrom": [[0.61859, -0.43551, -0.34249], [3.71856, -1.65113, -2.73026], [2.78062, -1.10432, -2.21159], [2.03876, -1.57476, -1.14630], [2.36411, -2.87241, -0.58567], [1.37083, -3.16745, 0.50302], [1.38393, -4.35776, 1.20832], [0.41619, -4.59078, 2.16669], [-0.55731, -3.62662, 2.40217], [-0.51340, -2.45630, 1.68645], [0.43643, -2.22423, 0.75782], [2.24068, 0.22413, -2.69865], [2.71083, 0.81440, -3.84438], [2.10544, 1.98683, -4.28344], [1.05975, 2.52245, -3.55160], [0.65082, 1.88623, -2.39477], [1.23113, 0.75591, -1.97558], [3.38215, -2.89117, -0.18821], [2.31397, -3.65068, -1.35184], [2.15083, -5.08988, 0.99433], [0.41816, -5.51516, 2.72892], [-1.33818, -3.77616, 3.13349], [-1.23102, -1.66326, 1.83925], [3.52581, 0.33720, -4.37084], [2.44519, 2.47253, -5.18850], [0.55672, 3.42609, -3.86422], [-0.13918, 2.27967, -1.77028], [0.41562, 2.31220, 2.43498], [-1.03918, 2.27307, 2.05539], [-1.96856, 3.08843, 2.68203], [-3.30523, 3.04546, 2.31231], [-3.73704, 2.19268, 1.30626], [-2.84134, 1.36210, 0.64890], [-3.29784, 0.44923, -0.45490], [-1.49615, 1.41437, 1.04269], [-0.58073, 0.58865, 0.41236], [0.57292, 2.96070, 3.29399], [1.02296, 2.68446, 1.60692], [0.79183, 1.31655, 2.67284], [-1.64394, 3.75984, 3.46669], [-4.02022, 3.68461, 2.81433], [-4.78280, 2.17216, 1.02664], [-4.37863, 0.49833, -0.56839], [-3.01184, -0.58617, -0.26768], [-2.84023, 0.72547, -1.40715]],
  "atomic_forces_ev_per_a": [[-1.091, 0.588, 0.343], [0.108, -0.090, -0.096], [-0.328, -0.035, 0.403], [0.489, -0.040, -0.372], [-0.021, 0.128, -0.067], [-0.019, -0.001, -0.027], [-0.021, -0.046, 0.035], [0.036, -0.024, 0.012], [-0.013, -0.011, 0.013], [0.002, 0.045, 0.055], [0.267, 0.031, -0.106], [-0.049, -0.154, 0.075], [0.024, 0.097, -0.089], [0.082, -0.057, -0.018], [-0.034, 0.034, 0.030], [0.025, 0.123, 0.082], [0.136, -0.219, -0.012], [0.017, 0.002, 0.033], [-0.004, -0.026, -0.006], [-0.017, -0.002, 0.002], [-0.015, 0.000, -0.022], [0.021, 0.000, 0.005], [-0.005, -0.001, -0.006], [-0.013, 0.018, -0.013], [-0.004, -0.012, 0.008], [0.022, 0.006, 0.011], [-0.033, -0.025, -0.038], [-0.079, -0.022, -0.063], [0.170, 0.119, 0.159], [-0.009, -0.033, -0.016], [-0.030, 0.015, 0.010], [0.019, -0.008, -0.010], [-0.248, -0.020, -0.074], [0.074, 0.036, 0.021], [0.347, -0.256, -0.163], [0.203, -0.139, -0.148], [-0.016, 0.005, -0.003], [0.004, -0.001, 0.014], [-0.003, 0.004, 0.023], [-0.001, -0.008, -0.006], [0.009, -0.004, -0.009], [0.011, -0.001, 0.002], [0.005, -0.004, 0.003], [-0.010, -0.022, 0.027], [-0.007, 0.009, -0.003]],
  "energy_ev": -31181.64154,
  "total_charge": 1,
  "multiplicity": 2,
  "lumo_energy_ha": [-0.1356, -0.1486],
  "gap_ha": [0.28938, 0.25652]
}

---

# 2
{
  "formula": "C3H6N3P",
  "method": "the ωB97M-V functional and the def2-TZVPD basis",
  "symbols": ["C", "C", "C", "N", "N", "N", "P", "H", "H", "H", "H", "H", "H"],
  "positions_angstrom": [[-2.19853, 0.42540, -0.09560], [-1.69981, 0.71059, -1.44283], [-0.95179, 0.43289, 0.60045], [-0.40156, 0.73977, -1.50804], [0.06595, 0.43919, -0.34611], [2.67895, -1.22398, 0.70724], [2.52105, 0.17711, 1.61961], [-3.13582, 0.27078, 0.38303], [-2.37716, 0.82352, -2.26246], [1.02658, 0.64826, -0.06747], [2.21120, -1.52523, -0.14916], [3.08016, -2.11789, 0.95507], [-0.81922, 0.19959, 1.60629]],
  "atomic_forces_ev_per_a": [[4.767, 1.036, -0.270], [-2.477, -0.770, 1.682], [-1.841, -1.359, -2.491], [-0.045, 0.124, -3.008], [-1.008, 0.885, 3.536], [-0.562, -0.147, 0.114], [0.599, -1.617, -0.825], [-0.589, 0.156, -0.230], [0.313, 0.212, -0.690], [-0.089, -0.015, -0.254], [-0.438, 1.362, -0.184], [0.758, 0.321, 1.162], [0.612, -0.189, 1.458]],
  "energy_ev": -16964.30754,
  "multiplicity": 1,
  "lumo_energy_ha": [-0.0386, -0.0386],
  "de_lowest_ev": 3.0506,
  "gap_ha": [0.25372, 0.25380]
}

---

# 3
{
  "formula": "C6H38NO14",
  "method": "the ωB97M-V functional and the def2-TZVPD basis",
  "symbols": ["C", "O", "C", "C", "C", "C", "N", "C", "H", "H", "H", "H", "H", "H", "H", "H", "H", "H", "H", "H", "H", "H", "O", "H", "H", "O", "H", "H", "O", "H", "H", "O", "H", "H", "O", "H", "H", "O", "H", "H", "O", "H", "H", "O", "H", "H", "O", "H", "H", "O", "H", "H", "O", "H", "H", "O", "H", "H", "O"],
  "positions_angstrom": [[1.95942, -1.44392, 2.37128], [2.27962, -0.68198, 3.29928], [1.67006, -2.86274, 2.47353], [0.18070, -3.13661, 2.60258], [-0.65501, -1.95685, 2.34465], [-1.33059, -1.82738, 1.11573], [-2.19911, -0.77285, 0.74284], [-0.75794, -0.88827, 3.40795], [2.80167, 1.30942, 0.61675], [2.06076, -1.19903, 1.32805], [1.94557, -3.49795, 1.66053], [2.36393, -3.19911, 3.45628], [-0.12351, -3.99104, 1.96001], [0.10896, -3.51723, 3.68780], [-0.96180, -2.43266, 0.35357], [-2.17637, 0.14640, 1.05825], [-2.36117, -0.70250, -0.23042], [-0.04738, -0.13593, 3.09698], [-0.41468, -1.38685, 4.35229], [-1.75898, -0.42159, 3.72911], [-0.68329, 2.33466, -0.02354], [-0.91567, 3.26790, -1.32023], [-0.42663, 3.20091, -0.37605], [-3.45189, 1.76099, -1.49991], [-2.80944, 2.95379, -1.49438], [-3.66037, 2.59603, -1.24306], [2.13074, -0.74981, -2.35271], [3.10406, 0.15565, -1.55829], [2.98828, -0.20380, -2.40333], [-0.35437, 2.20826, 2.66501], [0.80426, 3.36915, 2.31310], [0.19915, 3.00608, 2.99435], [0.17600, -1.29352, -1.89548], [0.11644, -0.95534, -3.57091], [0.69074, -1.32122, -2.78530], [-1.76850, -0.23355, -4.84986], [-3.15020, 0.07535, -1.94409], [-2.38872, 0.40969, -2.06426], [2.24103, -4.07872, -1.90374], [2.48018, -2.59049, -1.47314], [2.88827, -3.46049, -1.24803], [-0.18048, 2.55323, -3.48991], [-0.93501, 1.41047, -2.63534], [-0.87558, 2.42508, -2.85597], [-3.58513, 2.28013, 1.52501], [-2.99512, 2.80185, 2.88489], [-3.75007, 2.17162, 2.51988], [-1.69202, 0.14636, -3.14360], [3.31369, 1.65139, 0.18809], [-1.09626, -0.04696, -4.17159], [1.35659, 4.04238, 0.20623], [3.03685, 3.77066, -0.00443], [2.27551, 3.91392, 0.72848], [-0.23550, -4.27167, -1.65720], [-1.53349, -4.43388, -0.89912], [-0.62494, -4.52474, -0.93201], [1.61404, 2.66131, -1.34659], [2.58874, 2.71407, -2.63347], [2.52402, 2.88192, -1.67650]],
  "atomic_forces_ev_per_a": [[2.341, 1.651, 1.287], [-0.995, -1.745, -2.186], [1.725, -2.124, 3.781], [-0.131, -1.922, 2.137], [-3.620, 1.194, -2.735], [1.392, 2.391, 3.927], [0.337, -2.678, -0.245], [-0.835, -0.729, 1.522], [0.326, -0.005, -0.051], [-0.172, 1.385, -0.808], [1.059, 0.346, -0.915], [-2.074, 0.474, -2.389], [0.298, 0.591, 0.295], [-0.725, 0.604, -1.452], [-0.189, -1.361, -1.391], [0.441, 1.394, 1.609], [0.045, -0.175, -1.158], [0.001, 0.684, 0.590], [0.097, 0.841, -0.618], [1.148, -0.767, -1.235], [-0.009, 0.285, -0.289], [1.969, -0.725, 2.556], [-1.286, 0.392, -2.015], [0.657, -4.502, -1.284], [0.097, 0.871, -0.049], [-0.968, 4.134, 1.528], [1.151, 1.225, -0.687], [0.375, 1.018, 1.931], [-1.070, -1.686, -1.483], [1.935, 2.235, 0.389], [-0.534, -0.847, 0.098], [-1.308, -1.446, -0.469], [0.753, 0.164, -2.771], [0.062, -0.160, 1.566], [-1.553, -0.455, 1.593], [0.454, 0.136, 0.556], [-8.518, -4.289, 0.775], [9.341, 3.415, -1.239], [2.873, 2.384, 2.797], [0.725, -0.600, 0.213], [-3.493, -1.807, -3.044], [0.409, -0.211, -0.461], [0.092, 3.170, -0.735], [-0.537, -1.913, 1.019], [-0.615, -0.221, 1.776], [-2.359, -1.913, -0.949], [3.034, 2.232, -1.005], [-0.794, -0.805, -1.196], [-0.218, -0.407, 0.212], [-0.614, -0.111, 0.731], [3.220, -0.512, 1.369], [-3.207, 0.523, 2.280], [-0.491, 0.446, -3.111], [2.597, 2.370, -6.322], [-2.593, 0.513, -0.500], [-0.034, -2.847, 6.776], [0.950, 0.193, -0.757], [-0.353, -0.205, 0.702], [-0.607, -0.091, -0.471]],
  "energy_ev": -36990.18220,
  "total_charge": -1,
  "multiplicity": 1,
  "lumo_energy_ha": 0.0850,
  "de_lowest_ev": 8.4111,
  "gap_ha": 0.28295
}

---

# 4
{
  "formula": "C11H14N2O",
  "method": "the ωB97M-V functional and the def2-TZVPD basis",
  "symbols": ["C", "C", "C", "C", "C", "O", "C", "C", "H", "H", "H", "H", "H", "H", "H", "H", "C", "C", "C", "N", "C", "N", "H", "H", "H", "H", "H", "H"],
  "positions_angstrom": [[-0.29740, -2.91737, 1.93891], [0.76993, -2.36055, 1.04291], [0.59381, -2.23138, -0.33089], [1.65534, -1.87269, -1.15260], [2.91121, -1.64741, -0.61301], [3.96454, -1.25272, -1.37930], [3.11084, -1.73644, 0.75870], [2.04186, -2.09116, 1.55805], [-0.14400, -3.94342, 2.27563], [-1.26319, -2.94365, 1.44244], [-0.40729, -2.27311, 2.81877], [-0.38846, -2.43179, -0.73309], [1.48331, -1.77645, -2.21537], [3.96003, -1.58923, -2.29028], [4.08809, -1.54454, 1.17205], [2.16168, -2.17444, 2.63211], [-3.58662, 3.71951, -1.32953], [-2.32773, 3.05355, -0.85370], [-1.56876, 3.39672, 0.22375], [-0.65282, 2.39207, 0.36315], [-0.90742, 1.47734, -0.60343], [-1.90333, 1.84903, -1.35530], [-4.29516, 2.95528, -1.62412], [-3.38117, 4.36359, -2.18760], [-4.01386, 4.29733, -0.51499], [-1.50882, 4.31404, 0.77851], [0.14286, 2.32402, 0.97195], [-0.23746, 0.64388, -0.79371]],
  "atomic_forces_ev_per_a": [[-0.536, 0.508, 0.231], [0.562, -0.525, -0.224], [0.104, -0.095, 0.463], [-0.337, -0.090, 0.006], [-0.213, 0.079, -0.261], [0.807, 0.036, -0.392], [-0.253, -0.028, -0.111], [-0.394, -0.004, 0.262], [0.446, 0.056, -0.009], [-0.138, 0.182, -0.163], [-0.036, -0.240, 0.007], [-0.036, 0.004, -0.258], [0.118, 0.056, -0.127], [-0.442, 0.096, 0.543], [0.105, 0.037, 0.016], [0.211, -0.020, 0.011], [0.679, -0.042, -0.085], [-0.754, -0.179, 0.339], [0.318, 0.494, -0.151], [0.547, -0.576, -0.010], [0.641, 0.100, -0.324], [-0.356, -0.187, -0.316], [-0.155, -0.079, -0.110], [-0.187, 0.030, 0.045], [-0.090, 0.191, -0.079], [-0.167, -0.054, 0.286], [-0.117, 0.252, 0.185], [-0.328, -0.002, 0.230]],
  "energy_ev": -16661.75626,
  "smiles": "Cc1ccc(O)cc1.Cc1c[nH]cn1",
  "multiplicity": 1,
  "lumo_energy_ha": 0.0273,
  "de_lowest_ev": 1.1563,
  "gap_ha": 0.33844
}